[1]
The following is a DFT calculation (the ωB97M-V functional and the def2-TZVPD basis) of 2 unconnected molecules or ions with the total composition C18H22Cl2N2O4P in a non-equilibrium geometry.

The geometry in XYZ format:
```
49
Properties=species:S:1:pos:R:3
C -2.332 2.971 2.455
C -2.429 3.003 0.898
C -3.161 4.192 0.195
C -1.869 2.005 0.160
C -1.143 2.200 -1.202
C -1.048 0.897 -2.067
C 0.133 -0.098 -1.694
C 0.778 0.125 -0.285
C -0.422 -1.565 -1.924
C 0.556 -2.728 -1.471
C 0.397 -3.125 0.042
C -0.929 -3.498 0.511
C -1.097 -3.870 1.904
Cl -2.756 -4.355 2.456
C 0.045 -3.845 2.789
C 1.402 -3.452 2.353
N 2.408 -3.450 3.291
C 3.606 -3.058 2.711
C 3.784 -2.745 1.327
Cl 5.444 -2.305 0.748
N 2.796 -2.745 0.375
C 1.579 -3.091 0.935
H -3.348 2.933 2.937
H -1.745 2.102 2.837
H -1.827 3.906 2.806
H -2.463 4.934 -0.264
H -3.825 4.690 0.956
H -3.807 3.748 -0.605
H -1.881 0.956 0.558
H -0.133 2.667 -1.096
H -1.755 2.941 -1.796
H -0.930 1.132 -3.160
H -2.017 0.321 -1.993
H 0.947 0.048 -2.450
H 1.097 1.177 -0.089
H 1.725 -0.484 -0.266
H 0.159 -0.292 0.560
H -0.525 -1.675 -3.043
H -1.419 -1.712 -1.423
H 1.612 -2.505 -1.743
H 0.261 -3.649 -2.056
H -1.782 -3.484 -0.199
H -0.107 -4.153 3.845
H 4.505 -2.997 3.369
O 1.291 4.717 -2.152
P 2.304 3.589 -2.441
O 3.606 4.176 -3.023
O 1.689 2.600 -3.455
O 2.626 2.851 -1.122
```

Output
Multiplicity: 1
E_HOMO, eV: 3.588
E, Eh: -2371.0828
Charge: -3



[2]
The following is a DFT calculation (the ωB97M-V functional and the def2-TZVPD basis) of 2 unconnected molecules or ions with the total composition C4H8O4 in a non-equilibrium geometry.

The geometry in XYZ format:
```
16
Properties=species:S:1:pos:R:3
C -0.380 -3.307 -3.665
O -0.102 -4.147 -2.542
C -0.665 -5.344 -2.431
O -1.582 -5.793 -3.082
H -0.894 -2.413 -3.274
H -1.062 -3.833 -4.355
H 0.510 -2.983 -4.230
H -0.240 -5.852 -1.542
C -2.512 -1.750 3.809
O -3.766 -1.075 3.473
C -4.632 -0.886 4.427
O -4.448 -0.993 5.643
H -1.702 -1.016 3.664
H -2.360 -2.585 3.104
H -2.450 -2.143 4.838
H -5.537 -0.436 3.974
```

Output
Multiplicity: 1
Energy relative to the best compared isomer or geometry (same formula, charge and spin), kJ/mol: 231.10
E_HOMO, eV: -10.688
SMILES: COC=O.COC=O
E, Eh: -458.1451
Charge: 0



[3]
The following is a DFT calculation (the ωB97M-V functional and the def2-TZVPD basis) of a single C11H11NS molecule in a non-equilibrium geometry.

The geometry in XYZ format:
```
24
Properties=species:S:1:pos:R:3
C -3.897 0.685 0.189
C -3.180 -0.318 -0.303
C -3.404 1.805 0.660
C -1.833 1.885 0.700
C -2.216 -1.086 -0.455
C -0.983 0.886 0.441
C 0.437 -0.998 0.166
C 1.320 -1.587 0.895
C 1.540 -3.017 0.739
C 2.154 1.630 -0.917
C 0.790 0.950 -1.244
N 0.141 0.362 0.002
S -0.936 -2.057 -0.712
H -3.821 2.568 1.187
H -1.418 2.691 1.274
H 2.021 -0.928 1.572
H 2.107 -3.122 -0.135
H 0.601 -3.594 0.558
H 2.064 -3.544 1.540
H 2.094 2.641 -0.616
H 2.716 1.029 -0.251
H 2.889 1.611 -1.710
H 0.027 1.527 -1.783
H 0.789 -0.019 -1.797
```

Output
Multiplicity: 3
Energy relative to the best compared isomer or geometry (same formula, charge and spin), kJ/mol: 296.59
E_HOMO (spin up / spin down), eV: -5.318 / -7.729
E, Eh: -878.3322
Charge: 0



[4]
The following is a DFT calculation (the ωB97M-V functional and the def2-TZVPD basis) of a molecular structure, C21H36P2PbTe in a non-equilibrium geometry.

The geometry in XYZ format:
```
61
Properties=species:S:1:pos:R:3
P -0.188 -1.920 -5.498
P -0.099 2.213 -5.537
C -0.662 -0.471 -6.509
C 0.257 0.782 -6.602
H -1.692 -0.186 -6.244
H -0.731 -0.881 -7.529
H 1.328 0.523 -6.545
H 0.127 1.201 -7.613
C -1.672 2.915 -6.090
H -2.035 3.645 -5.352
H -2.422 2.123 -6.233
H -1.503 3.424 -7.050
C 1.132 3.504 -5.705
H 0.791 4.227 -6.459
H 2.090 3.075 -6.035
H 1.275 4.033 -4.753
C -1.499 -3.140 -5.654
H -1.533 -3.775 -4.759
H -1.299 -3.768 -6.529
H -2.463 -2.635 -5.787
C 1.285 -2.626 -6.283
H 2.040 -1.849 -6.468
H 1.005 -3.080 -7.243
H 1.728 -3.401 -5.643
Pb -2.194 -0.202 0.412
C 0.913 1.887 -2.931
C -0.262 1.737 -3.792
C -1.271 0.529 -3.528
C -0.768 -0.761 -2.882
C 0.189 -1.714 -3.724
C 1.602 -1.415 -3.547
C 2.133 -0.115 -3.840
C 1.992 0.953 -2.691
C -0.609 -1.680 0.833
H 1.009 2.873 -2.463
H -0.867 2.637 -3.521
H -1.848 0.308 -4.443
H -2.031 0.942 -2.838
H -0.266 -0.530 -1.927
H -1.658 -1.365 -2.617
H 0.024 -2.728 -3.307
H 2.245 -2.212 -3.176
H 1.560 0.274 -4.702
H 3.192 -0.162 -4.151
H 1.915 0.455 -1.702
H 2.935 1.535 -2.667
H 0.364 -1.227 1.058
H -0.520 -2.340 -0.043
H -0.958 -2.241 1.712
Te -0.087 1.402 1.435
C -0.192 0.772 3.450
C -1.419 0.718 4.138
C -1.467 0.100 5.396
C -0.306 -0.428 5.974
C 0.927 -0.321 5.306
C 0.997 0.299 4.049
H -2.301 1.144 3.663
H -2.414 0.036 5.928
H -0.352 -0.918 6.950
H 1.835 -0.721 5.768
H 1.943 0.415 3.512
```

Output
Multiplicity: 1
E_HOMO (spin up / spin down), eV: -4.303 / -4.303
E, Eh: -1965.0057
Charge: 0



[5]
The following is a DFT calculation (the ωB97M-V functional and the def2-TZVPD basis) of 10 unconnected molecules or ions with the total composition H20O10.

The geometry in XYZ format:
```
30
Properties=species:S:1:pos:R:3
O 0.362 -0.200 -0.616
H 0.469 -0.649 0.229
H 0.292 -0.917 -1.256
O 1.745 -0.665 3.345
H 1.986 0.268 3.347
H 2.498 -1.100 2.930
O -0.638 1.259 1.791
H -0.912 1.709 2.598
H -1.441 1.219 1.260
O -3.731 -0.984 -1.165
H -3.451 -0.540 -0.357
H -4.594 -1.352 -0.945
O -2.302 2.451 -3.828
H -1.624 1.769 -3.769
H -2.670 2.340 -4.712
O 1.468 0.426 -4.844
H 0.889 -0.276 -5.163
H 1.967 0.691 -5.625
O 2.213 2.815 0.462
H 2.783 2.265 -0.088
H 2.695 2.892 1.294
O 3.476 0.257 -0.050
H 2.566 -0.003 -0.234
H 3.816 0.541 -0.906
O -0.838 -0.878 3.505
H -1.060 -1.017 4.432
H -0.004 -0.396 3.532
O -2.096 -3.640 1.792
H -1.469 -4.302 2.104
H -2.393 -3.982 0.941
```

Output
Multiplicity: 1
Energy relative to the best compared isomer or geometry (same formula, charge and spin), kJ/mol: 362.12
E_HOMO, eV: -10.055
SMILES: O.O.O.O.O.O.O.O.O.O
E, Eh: -764.3440
Charge: 0



[6]
The following is a DFT calculation (the ωB97M-V functional and the def2-TZVPD basis) of a molecular structure, C23H18AuF2N3O2S in a non-equilibrium geometry.

The geometry in XYZ format:
```
50
Properties=species:S:1:pos:R:3
Au 0.130 -0.063 -0.066
O 0.296 -1.398 3.743
C 0.481 -0.900 2.643
N -0.056 -1.299 1.479
C -1.147 -2.244 1.403
C -1.739 -2.225 0.016
C -2.764 -3.083 -0.347
C -3.328 -2.982 -1.605
C -2.864 -2.016 -2.486
C -1.833 -1.195 -2.084
N -1.285 -1.315 -0.869
C 1.367 0.311 2.452
C 2.066 0.865 3.506
C 2.818 2.006 3.289
C 2.831 2.577 2.020
C 2.110 1.988 1.004
N 1.403 0.873 1.223
H -1.934 -1.984 2.121
H -0.822 -3.261 1.645
H -3.117 -3.812 0.370
H -4.133 -3.644 -1.894
H -3.287 -1.894 -3.472
H -1.421 -0.417 -2.709
H 1.985 0.382 4.470
H 3.381 2.454 4.096
H 3.399 3.472 1.811
H 2.069 2.383 -0.001
F -2.962 0.669 0.704
C -1.716 1.301 0.883
F -1.884 2.573 0.349
H -1.655 1.464 1.975
C -1.056 4.483 -8.262
C -0.407 5.722 -7.713
O -0.955 6.772 -7.578
S 1.379 5.537 -7.270
C 1.136 4.432 -5.894
C 1.570 3.112 -5.970
C 1.398 2.259 -4.893
C 0.775 2.707 -3.728
C 0.339 4.032 -3.661
C 0.528 4.890 -4.729
C 0.587 1.827 -2.609
C 0.437 1.090 -1.664
H -2.107 4.675 -8.464
H -0.948 3.670 -7.544
H -0.536 4.184 -9.173
H 2.051 2.761 -6.873
H 1.748 1.237 -4.946
H -0.145 4.381 -2.758
H 0.202 5.920 -4.669
```

Output
Multiplicity: 1
Energy relative to the best compared isomer or geometry (same formula, charge and spin), kJ/mol: 382.36
E_HOMO (spin up / spin down), eV: -6.367 / -6.364
E, Eh: -1935.4529
Charge: 0



[7]
The following is a DFT calculation (the ωB97M-V functional and the def2-TZVPD basis) of 2 unconnected molecules or ions with the total composition C5H8O.

The geometry in XYZ format:
```
14
Properties=species:S:1:pos:R:3
C 0.049 -1.879 -1.432
C 0.812 -1.049 -0.761
C 1.528 -0.238 -0.085
C 2.241 0.595 0.638
H 0.396 -2.870 -1.711
H -0.963 -1.605 -1.720
H 3.241 0.339 0.978
H 1.854 1.571 0.924
C -1.723 1.084 0.345
O -1.446 0.145 1.358
H -2.780 1.351 0.437
H -1.127 2.006 0.447
H -1.555 0.680 -0.666
H -0.527 -0.131 1.249
```

Output
Multiplicity: 1
Energy relative to the best compared isomer or geometry (same formula, charge and spin), kJ/mol: 334.61
E_HOMO, eV: -9.450
SMILES: C=C=C=C.CO
E, Eh: -270.4304
Charge: 0



[8]
The following is a DFT calculation (the ωB97M-V functional and the def2-TZVPD basis) of a molecular structure, C25H26NOPSTc.

The geometry in XYZ format:
```
56
Properties=species:S:1:pos:R:3
Tc -1.855 -0.081 0.098
C 0.977 0.018 -2.607
C 1.981 -0.567 -1.640
C 3.129 -1.176 -2.127
C 4.122 -1.642 -1.272
C 3.988 -1.507 0.103
C 2.844 -0.927 0.619
C 1.847 -0.464 -0.248
P 0.470 0.421 0.476
C 0.452 0.172 2.246
C 0.574 1.283 3.087
C 0.458 1.122 4.456
C 0.201 -0.141 4.977
C 0.063 -1.237 4.136
C 0.169 -1.103 2.757
C -0.040 -2.316 1.876
C 0.607 2.139 0.047
C 1.787 2.870 0.180
C 1.792 4.194 -0.214
C 0.632 4.769 -0.735
C -0.532 4.029 -0.877
C -0.542 2.692 -0.495
C -1.762 1.837 -0.748
H 1.001 -0.509 -3.561
H 1.213 1.068 -2.807
H -0.049 -0.020 -2.234
H 3.254 -1.276 -3.200
H 5.009 -2.107 -1.684
H 4.766 -1.854 0.769
H 2.736 -0.821 1.691
H 0.768 2.264 2.673
H 0.569 1.974 5.114
H 0.093 -0.271 6.047
H -0.152 -2.213 4.557
H -0.804 -2.970 2.296
H 0.877 -2.901 1.773
H -0.342 -2.066 0.847
H 2.683 2.409 0.582
H 2.695 4.783 -0.121
H 0.642 5.806 -1.045
H -1.421 4.489 -1.292
H -1.911 1.625 -1.809
H -2.673 2.291 -0.346
S -2.815 0.629 2.175
C -3.780 -0.433 1.316
N -4.151 -1.156 0.467
C -2.925 -3.227 -1.711
C -2.646 -1.923 -2.344
C -3.098 -1.633 -3.721
O -2.047 -1.019 -1.710
H -3.981 -3.217 -1.411
H -2.318 -3.390 -0.824
H -2.801 -4.039 -2.426
H -3.019 -2.513 -4.357
H -2.569 -0.785 -4.146
H -4.165 -1.381 -3.655
```

Output
Multiplicity: 4
Energy relative to the best compared isomer or geometry (same formula, charge and spin), kJ/mol: 0.00
E_HOMO (spin up / spin down), eV: -14.882 / -14.849
E, Eh: -1917.9980
Charge: +2